The following is a quantum chemistry calculation of a molecular structure, C36H48HfN8S2 at a distorted geometry, from the Open Molecules 2025 dataset.

The net charge is +2. The value obtained for the orbital gap is 7.3 eV. Its multiplicity is 1. The total energy is -73000.1758 eV. The value obtained for the HOMO energy is -0.4622 hartree. The value obtained for the largest force on an atom is 0.0240 Eh/bohr.

Element x y z (Å)
Hf (-0.06, -0.23, 0.13)
S (0.66, 1.84, -1.04)
S (-0.03, -2.75, -0.13)
N (-1.82, -0.67, -1.58)
N (0.53, -1.77, 4.36)
N (2.13, -0.50, 0.29)
N (0.18, -0.62, 2.30)
N (-0.99, -2.56, 2.85)
N (2.78, -1.76, -1.56)
N (-2.02, 1.41, 0.54)
N (4.21, -1.60, 0.25)
C (-1.13, -3.06, -1.47)
C (3.59, 3.00, 2.13)
C (0.28, 1.16, 3.93)
C (1.87, -1.03, -2.41)
C (2.98, -3.17, -1.88)
C (-1.66, 0.21, -2.76)
C (-2.39, 1.40, 1.97)
C (-0.19, -2.22, 5.54)
C (-3.11, -0.38, -0.91)
C (-2.74, -2.39, -3.12)
C (1.93, 1.17, 2.14)
C (-0.89, -3.93, 3.29)
C (1.91, 2.91, 3.88)
C (-0.16, 4.40, -0.82)
C (-3.18, 1.04, -0.33)
C (-1.00, 5.43, -0.48)
C (2.48, 2.36, 2.72)
C (4.43, -1.52, 1.67)
C (-1.21, -4.37, -1.94)
C (1.86, -1.31, 4.69)
C (-2.18, -2.32, 2.07)
C (-2.04, -4.68, -3.00)
C (2.60, 0.64, 0.99)
C (-1.90, -2.06, -2.06)
C (-2.19, 5.15, 0.18)
C (0.83, 2.33, 4.47)
C (4.19, 2.49, 1.02)
C (-2.80, -3.68, -3.60)
C (3.03, -1.28, -0.31)
C (-2.51, 3.84, 0.49)
C (-0.08, -1.61, 3.17)
C (5.41, -1.84, -0.52)
C (0.80, 0.57, 2.79)
C (3.69, 1.31, 0.46)
C (-1.65, 2.79, 0.18)
C (-0.47, 3.08, -0.49)
H (5.72, -2.89, -0.45)
H (6.21, -1.22, -0.10)
H (2.39, -2.13, 5.18)
H (5.09, -2.34, 1.96)
H (-3.46, 3.64, 0.96)
H (4.15, 0.92, -0.44)
H (4.02, -3.47, -1.80)
H (-3.35, 1.90, 2.14)
H (-3.44, -3.91, -4.43)
H (-1.68, -4.19, 4.01)
H (1.83, -0.46, 5.37)
H (-0.75, 6.44, -0.74)
H (-2.48, 0.39, 2.35)
H (-2.09, -1.38, 1.53)
H (0.81, -1.29, -2.22)
H (-3.93, -0.45, -1.64)
H (-0.63, -5.12, -1.44)
H (-1.25, -2.33, 5.34)
H (0.39, 2.75, 5.36)
H (-3.22, 1.75, -1.16)
H (2.10, -1.28, -3.45)
H (-4.12, 1.12, 0.23)
H (-2.31, -3.13, 1.35)
H (-2.59, 0.32, -3.31)
H (-1.00, -4.58, 2.42)
H (-0.56, 0.69, 4.42)
H (-1.63, 1.94, 2.53)
H (-3.30, -1.14, -0.14)
H (2.65, -3.35, -2.90)
H (0.20, -3.17, 5.91)
H (2.02, 0.04, -2.28)
H (-2.10, -5.69, -3.36)
H (0.09, -4.12, 3.74)
H (0.77, 4.58, -1.35)
H (-0.07, -1.48, 6.33)
H (-3.35, -1.64, -3.59)
H (2.38, -3.80, -1.21)
H (2.40, -1.03, 3.80)
H (4.91, -0.58, 1.96)
H (3.49, -1.63, 2.20)
H (-0.92, -0.22, -3.43)
H (2.35, 3.80, 4.30)
H (-3.06, -2.30, 2.73)
H (-1.31, 1.20, -2.46)
H (-2.87, 5.94, 0.44)
H (3.95, 3.91, 2.58)
H (5.02, 2.99, 0.55)
H (5.26, -1.56, -1.56)

=====

The following is a quantum chemistry calculation of 13 unconnected molecules or ions with the total composition C21H68N6O13 at a distorted geometry, from the Open Molecules 2025 dataset.

The value obtained for the orbital gap is 8.7 eV. Its multiplicity is 1. The total energy is -58433.3932 eV. The value obtained for the HOMO energy is -0.3269 hartree. The value obtained for the largest force on an atom is 0.1759 Eh/bohr. As for the relative energy (zero: lowest compared OMol25 entry of this formula, charge and spin): 394.1 kJ/mol.

Element x y z (Å)
O (-3.71, 2.29, 4.06)
O (1.41, -2.92, 0.70)
O (2.80, 3.18, 3.17)
O (-1.38, 4.77, 0.86)
O (3.15, -1.19, -0.40)
O (-5.45, -0.64, -2.46)
O (3.39, 3.53, 0.39)
O (-1.78, -0.12, -3.11)
O (-1.12, -1.30, 4.12)
O (0.43, 0.22, 0.75)
O (0.32, 1.82, -3.22)
O (3.04, -1.60, 5.26)
O (-2.28, -2.35, -1.62)
N (-0.84, -2.08, 1.96)
N (0.93, -2.13, 3.33)
N (5.16, -0.99, 4.27)
N (2.09, 2.16, -1.07)
N (3.43, -1.09, 2.94)
N (2.97, 3.85, -1.92)
C (1.97, -4.08, 1.18)
C (-1.94, 3.02, -0.69)
C (3.45, -1.90, -1.58)
C (-0.33, -1.84, 3.15)
C (1.16, 0.70, -3.60)
C (1.18, 1.50, 3.78)
C (1.77, 2.32, 2.66)
C (-0.10, -0.23, -0.51)
C (-2.89, 0.18, -3.85)
C (3.87, -1.23, 4.16)
C (-0.93, 3.58, 0.31)
C (-2.85, 1.10, 2.12)
C (-1.19, -3.27, -1.58)
C (-4.41, 0.29, -0.45)
C (-5.67, -0.31, -1.09)
C (2.77, 3.20, -0.83)
C (2.42, 1.25, -4.34)
C (-2.35, 1.06, -4.95)
C (0.92, -4.99, 1.75)
C (-0.34, -2.99, -2.82)
C (-2.53, 1.79, 3.45)
H (0.46, -1.04, -0.96)
H (0.04, 3.83, -0.23)
H (1.01, 2.93, 2.08)
H (-0.01, -1.98, -2.85)
H (3.03, 1.90, -3.70)
H (-0.51, -3.18, -0.74)
H (1.84, 0.64, 3.97)
H (-0.19, 0.54, -1.24)
H (-4.19, 1.27, -0.92)
H (-2.03, 0.70, 1.57)
H (2.72, -3.87, 1.98)
H (-5.97, -1.20, -0.48)
H (2.58, 3.58, -2.76)
H (0.17, -0.30, 1.50)
H (-3.61, -0.46, -0.53)
H (-3.88, 3.17, 3.69)
H (-1.72, 0.60, -5.69)
H (-0.85, -3.17, -3.76)
H (-2.83, 2.70, -0.17)
H (-3.39, 1.83, 1.58)
H (0.34, -4.42, 2.49)
H (3.36, -1.17, -2.32)
H (-3.24, 1.30, -5.56)
H (-1.13, -0.49, -0.35)
H (-1.49, 2.23, -1.32)
H (-1.90, 1.25, 4.18)
H (0.66, 0.02, -4.24)
H (-1.86, 2.00, -4.63)
H (-1.54, -4.33, -1.61)
H (-0.24, -2.56, 1.25)
H (-3.46, 0.86, -3.27)
H (-6.14, -1.19, -2.73)
H (-2.95, -2.67, -1.06)
H (-4.62, 0.31, 0.62)
H (3.92, -0.70, -0.20)
H (3.98, -0.73, 2.13)
H (-2.00, -0.87, -2.54)
H (2.17, 1.87, -5.20)
H (-0.84, 4.93, 1.63)
H (1.43, -2.74, 2.75)
H (5.53, -1.16, 5.18)
H (2.76, -2.67, -1.82)
H (1.49, 0.10, -2.78)
H (-3.44, -0.71, -4.21)
H (-6.47, 0.44, -1.08)
H (3.07, 0.45, -4.71)
H (1.46, 1.94, -1.89)
H (1.43, -1.97, 4.19)
H (0.55, -3.63, -2.74)
H (-0.52, 1.37, -2.97)
H (3.00, 3.80, 2.48)
H (1.29, -5.90, 2.23)
H (1.91, 1.58, -0.22)
H (2.12, -2.42, 0.28)
H (-0.81, 2.84, 1.06)
H (2.27, 1.61, 2.01)
H (0.15, -5.36, 1.06)
H (4.51, -2.29, -1.68)
H (0.93, 2.09, 4.62)
H (3.56, 4.78, -1.99)
H (-2.03, 2.72, 3.16)
H (-2.28, 3.81, -1.35)
H (2.56, -4.50, 0.32)
H (5.90, -1.07, 3.56)
H (0.30, 0.94, 3.54)
H (2.40, -1.03, 2.90)
H (-3.46, 0.27, 2.41)
H (-1.86, -2.00, 1.79)

=====

- The highest HOMO energy belongs to which entry?
  C21H68N6O13

=====

- Which formula does entry 1 have?
  C36H48HfN8S2

=====

- multiplicity of number 2 (C21H68N6O13)?
  1